Entry from the Open Molecules 2025 dataset: a 9-piece molecular cluster, C49H73BBr17Cl2N2O7 overall (ωB97M-V with the def2-TZVPD basis set).

The geometry in XYZ format:
```
151
Properties=species:S:1:pos:R:3:forces:R:3:mulliken_charge:R:1
C -0.6667 -1.8062 -4.7331 -0.7 -0.1 -0.1 -0.29
C -0.7943 -1.4927 -3.2598 0.3 0.2 -0.1 1.32
Cl -2.3089 -0.5858 -2.9436 0.0 0.0 0.0 -0.13
C 0.4465 -0.8013 -2.5730 -0.4 -0.4 0.3 0.31
Cl 1.8744 -0.6266 -3.5982 0.0 0.2 -0.2 -0.01
C 0.1178 0.4112 -1.7237 0.0 0.1 0.0 -0.09
C 0.2581 1.7443 -2.0891 0.2 0.8 -0.4 1.90
C 0.7109 2.2187 -3.4537 -0.3 -0.5 -0.1 -0.83
B -0.2336 1.8909 -4.7050 0.1 -0.3 -0.2 0.47
O 0.3138 1.4883 -5.8903 -0.7 -0.6 0.1 -0.49
O -1.5937 2.0946 -4.6537 0.6 0.8 -0.3 -0.54
C -0.0493 2.7255 -1.1371 0.2 -0.8 0.9 0.71
C 0.0870 4.1789 -1.4623 0.7 0.2 -0.1 -0.44
O -0.8239 4.9302 -1.5195 -0.9 0.4 -0.3 -0.53
O 1.3852 4.5558 -1.6636 0.0 -0.5 -0.2 -0.37
Br 1.5702 5.8669 -2.9336 0.1 0.1 0.3 0.04
C -0.4853 2.3927 0.1497 -0.1 0.6 -0.4 0.27
C -0.7545 3.4660 1.1738 0.6 0.5 0.5 -2.16
C 0.5763 4.0880 1.7348 -0.4 -0.2 -0.7 -0.66
C 0.7003 5.6104 1.6022 0.7 -0.3 0.1 -1.10
N 2.1250 5.9445 1.4479 -0.3 0.8 -0.1 -0.06
C 2.5164 7.0986 2.2603 0.5 -0.5 0.2 -1.28
C 2.7398 6.7542 3.7217 -0.4 0.3 -0.1 0.72
C 2.3334 7.6961 4.6702 0.2 -0.3 0.2 -0.63
C 2.4848 7.4952 6.0371 0.0 -0.1 -0.4 -0.79
C 3.0514 6.3066 6.4700 0.0 0.1 -0.2 -0.61
C 3.4676 5.3589 5.5453 0.0 0.3 0.1 -0.57
C 3.3319 5.5699 4.1733 -0.1 0.0 0.5 0.54
O 3.7879 4.6291 3.2978 -0.1 0.1 -0.3 -0.43
C -0.6407 1.0505 0.4488 0.0 -0.2 0.2 -0.22
C -1.1065 0.7047 1.8302 0.2 -0.1 0.2 -1.06
C -0.0391 0.9799 2.9105 -0.1 -0.5 0.0 -0.60
C -0.7110 1.1601 4.2759 0.2 -0.1 -0.2 -0.95
C 0.0826 1.9525 5.2706 -0.2 0.2 0.2 0.34
C 1.3763 1.5986 5.6517 -0.3 0.3 0.0 -0.12
C 2.0437 2.3623 6.5979 0.2 0.0 0.1 -0.82
C 1.4535 3.4775 7.1791 -0.4 -0.3 -0.2 -0.55
C 0.1599 3.8254 6.8081 0.3 -0.2 0.1 -1.15
C -0.5158 3.0590 5.8661 0.4 0.3 0.1 -0.36
N -0.3502 0.1097 -0.4806 0.1 -0.1 0.0 0.80
C -0.5875 -1.3044 -0.0803 -0.1 -0.3 0.3 -1.59
C 0.4896 -1.8378 0.8722 -0.3 0.2 -0.1 1.04
C -0.0867 -2.7128 1.9850 0.2 -0.6 -0.2 0.80
C 0.9745 -3.6824 2.4381 -0.1 0.1 -0.2 0.09
O 1.5174 -3.5900 3.4851 0.6 0.1 1.0 -0.53
O 1.2839 -4.6793 1.5510 -0.4 0.2 -0.7 -0.44
H -0.9432 -0.9628 -5.3597 0.3 0.3 -0.1 0.34
H 0.2951 -2.2278 -4.9955 0.2 0.1 0.0 0.00
H -1.4040 -2.5752 -4.9563 -0.1 0.0 0.0 -0.53
H -0.9565 -2.4342 -2.7487 0.2 -0.1 0.1 -0.57
H 0.8042 -1.5356 -1.8648 0.3 -0.1 0.0 -0.32
H 0.7442 3.3017 -3.4753 0.0 0.3 0.1 -0.17
H 1.7305 1.9228 -3.6621 0.1 -0.1 0.0 0.39
H 0.8011 0.6558 -5.8679 0.5 0.3 -0.1 0.13
H -1.7689 2.9630 -4.2705 -0.5 -0.3 0.4 0.28
H -1.3337 3.0995 2.0120 -0.1 -0.1 -0.1 0.25
H -1.3294 4.2686 0.7302 -0.2 0.0 -0.2 1.22
H 0.7207 3.7821 2.7668 0.1 0.1 0.1 0.47
H 1.4053 3.6710 1.1652 0.2 0.0 0.0 0.49
H 0.3601 6.1025 2.5103 -0.3 0.0 0.0 0.53
H 0.1207 5.9787 0.7579 -0.2 0.1 -0.1 0.47
H 2.3114 6.2085 0.4897 0.0 -0.3 -0.1 0.17
H 1.7821 7.9076 2.2044 0.0 0.1 0.0 0.41
H 3.4573 7.4812 1.8609 0.0 0.0 -0.1 0.42
H 1.8905 8.6197 4.3249 -0.1 0.0 -0.1 0.36
H 2.1487 8.2577 6.7207 0.0 0.0 0.2 0.43
H 3.1708 6.1117 7.5251 0.0 0.0 0.1 0.45
H 3.9141 4.4446 5.9133 0.1 -0.1 -0.1 0.55
H 3.8925 3.7961 3.7663 0.1 0.0 0.1 0.28
H -1.4405 -0.3154 1.9613 -0.1 -0.1 -0.2 0.48
H -1.9746 1.3251 2.0276 -0.2 0.0 0.0 0.97
H 0.5845 0.0899 2.9723 0.3 0.0 0.0 0.34
H 0.6250 1.7941 2.6392 -0.1 0.1 0.1 0.46
H -1.6867 1.6185 4.1371 -0.1 0.2 0.1 0.45
H -0.9089 0.1622 4.6674 -0.1 -0.1 0.2 0.42
H 1.8341 0.7227 5.2137 0.2 -0.1 0.0 0.49
H 3.0479 2.0950 6.8949 0.1 -0.1 0.0 0.49
H 1.9889 4.0542 7.9165 0.0 0.0 0.1 0.66
H -0.3191 4.6776 7.2661 -0.1 0.1 0.0 0.44
H -1.5192 3.3486 5.5922 -0.1 -0.1 -0.1 0.54
H -1.5795 -1.3400 0.3484 -0.1 0.0 0.2 0.72
H -0.6388 -1.9651 -0.9283 -0.2 0.2 -0.2 -0.15
H 1.0292 -0.9922 1.2860 0.2 0.0 0.2 0.27
H 1.2000 -2.4269 0.2951 0.1 0.1 -0.1 -1.10
H -0.9240 -3.3056 1.6172 -0.2 0.1 0.0 -0.15
H -0.3691 -2.1510 2.8681 -0.3 0.2 0.0 0.04
H 2.1385 -4.4960 1.1417 0.2 -0.3 0.2 0.25
Br -3.8789 -0.4924 3.7246 -0.1 -0.1 0.1 0.02
C -5.0920 -0.1111 5.2058 0.0 0.1 -0.2 -0.67
C -4.7855 1.2332 5.8119 0.1 0.0 0.3 -0.69
Br -3.1976 1.1865 6.9390 -0.1 -0.1 -0.1 -0.10
H -5.0004 -0.9284 5.9136 0.1 0.0 0.0 0.42
H -6.0887 -0.1174 4.7694 0.0 0.0 0.0 0.42
H -5.5918 1.5538 6.4674 0.0 -0.1 0.0 0.44
H -4.6130 1.9918 5.0550 0.0 0.0 0.0 0.35
Br 3.1042 -3.4255 -1.4737 -0.2 0.1 0.0 -0.07
C 4.2773 -3.7742 -2.9880 -0.1 -0.2 0.0 -0.52
C 5.7074 -3.8688 -2.5368 0.2 0.2 -0.1 -0.61
Br 6.3971 -2.0950 -2.1382 0.0 0.0 0.1 -0.08
H 4.1141 -2.9702 -3.6994 0.0 0.0 0.0 0.21
H 3.9322 -4.7121 -3.4180 0.0 0.0 0.1 0.41
H 6.3374 -4.2687 -3.3279 -0.1 0.0 0.0 0.40
H 5.8300 -4.4671 -1.6403 0.0 0.0 0.0 0.40
Br -0.5803 -5.1477 -2.2068 0.1 0.1 0.1 -0.07
C -1.5758 -5.5029 -3.8421 0.0 -0.1 0.1 -0.32
C -0.7587 -6.2917 -4.8293 0.0 0.1 -0.2 -0.62
Br 0.6030 -5.2076 -5.7081 0.0 0.0 0.1 -0.14
H -1.8902 -4.5391 -4.2290 -0.1 -0.1 -0.1 -0.05
H -2.4517 -6.0703 -3.5367 0.0 0.0 0.0 0.46
H -1.3996 -6.6561 -5.6290 0.0 0.0 0.0 0.36
H -0.2346 -7.1262 -4.3755 0.0 0.0 0.1 0.42
Br -7.4664 -3.7151 1.4626 0.1 -0.1 0.0 -0.13
C -6.3117 -4.7006 2.6824 -0.2 0.1 0.0 -0.32
C -5.1124 -3.8875 3.0827 0.1 -0.2 0.1 -0.45
Br -3.7921 -3.8184 1.6536 0.0 0.1 -0.1 -0.06
H -6.0470 -5.6285 2.1849 0.0 0.0 0.0 0.01
H -6.9281 -4.9208 3.5512 0.0 0.0 0.0 0.40
H -4.6005 -4.3493 3.9246 0.0 0.0 0.0 0.43
H -5.3607 -2.8621 3.3275 0.0 0.0 0.0 0.10
Br -6.6255 -8.6963 3.3336 0.0 0.1 0.0 -0.14
C -7.7561 -8.8001 1.7523 0.0 -0.1 0.2 -0.62
C -6.9523 -9.0711 0.5091 0.0 0.1 -0.1 -0.56
Br -6.0029 -7.4783 -0.0759 0.1 0.0 0.0 -0.12
H -8.3032 -7.8645 1.6984 0.0 0.0 -0.1 0.36
H -8.4497 -9.6156 1.9439 0.0 0.0 0.0 0.37
H -7.6085 -9.3405 -0.3152 0.0 0.0 0.0 0.35
H -6.2076 -9.8476 0.6474 0.0 0.0 0.1 0.37
Br 5.1957 1.4665 -0.2832 0.0 0.0 0.0 -0.05
C 6.8428 2.3717 -0.7940 -0.2 0.0 -0.1 -0.72
C 7.9599 1.3965 -1.0500 0.2 0.0 0.2 -0.28
Br 8.6903 0.6854 0.6042 -0.1 0.0 0.0 -0.11
H 7.0712 3.0725 0.0018 0.0 0.0 0.0 0.38
H 6.6014 2.9203 -1.7016 0.0 0.0 0.0 0.36
H 8.7909 1.8946 -1.5443 0.0 0.0 0.0 0.38
H 7.6438 0.5459 -1.6444 0.0 0.0 0.0 -0.01
Br -4.6957 -2.3610 -5.5939 0.1 -0.1 0.0 -0.13
C -3.6013 -2.1646 -7.1909 -0.2 0.1 0.1 -0.39
C -4.0754 -3.0427 -8.3187 0.2 -0.1 0.0 -0.56
Br -3.5857 -4.9015 -8.0234 0.0 0.0 0.0 -0.15
H -2.5813 -2.3888 -6.8961 0.0 0.0 -0.1 0.08
H -3.6764 -1.1151 -7.4670 0.0 0.0 0.0 0.42
H -3.5861 -2.7549 -9.2464 0.0 0.0 0.0 0.38
H -5.1513 -3.0212 -8.4551 0.0 0.0 0.1 0.39
Br 2.0765 1.5925 -9.0063 0.0 0.0 0.1 -0.13
C 3.7038 0.7948 -8.3074 -0.1 0.1 -0.2 -0.63
C 3.6272 -0.7073 -8.2995 0.1 -0.1 0.1 -0.62
Br 2.5160 -1.3757 -6.8405 0.0 0.0 -0.1 -0.07
H 3.8618 1.2119 -7.3179 0.0 0.0 0.0 0.33
H 4.4984 1.1254 -8.9722 0.0 -0.1 0.0 0.38
H 4.6096 -1.1403 -8.1255 0.0 0.0 0.0 0.36
H 3.2111 -1.1108 -9.2163 0.0 0.0 0.0 0.37
```
Positions in Å, forces in eV/Å.

The HOMO energy is -9.92 eV. The calculation puts the molecular weight at 2242.22 g/mol. Its charge is +1. For the HOMO-LUMO gap, the calculation gives 6.264 eV.